[1]
Here is C35H37FN2PdS as an isolated structure at a distorted geometry from the OMol25 dataset. Energies are from ωB97M-V/def2-TZVPD.

Calculated values
Orbital gap (spin up / spin down), eV: 7.640 / 4.210
LUMO (spin up / spin down), eV: -5.998 / -9.596
<S²>: 6.0949

```
! wB97M-V def2-TZVPD RIJCOSX def2/J DEFGRID3
* xyz 2 5
Pd 1.776 -16.688 -8.832
C 1.968 -10.676 -5.894
C 3.220 -11.510 -6.109
C 4.626 -10.898 -5.935
C 3.199 -12.742 -5.233
C 3.084 -12.038 -7.552
C 3.309 -11.148 -8.651
C 3.123 -11.354 -9.940
C 2.582 -12.595 -10.352
S 2.225 -13.281 -11.836
C 1.939 -14.731 -11.068
N 2.035 -14.817 -9.820
C 2.396 -13.563 -9.229
C 2.696 -13.343 -7.970
C 1.388 -15.888 -11.780
C 0.950 -15.942 -13.133
C 0.560 -17.083 -13.706
C 0.513 -18.270 -13.021
C 0.772 -18.186 -11.601
C 1.268 -17.033 -10.990
H 2.000 -10.257 -4.892
H 0.910 -11.151 -5.895
H 1.904 -9.901 -6.602
H 4.518 -10.326 -5.005
H 4.870 -10.157 -6.683
H 5.455 -11.689 -5.868
H 3.361 -12.513 -4.175
H 4.002 -13.435 -5.447
H 2.275 -13.226 -5.108
H 3.742 -10.156 -8.459
H 3.412 -10.632 -10.674
H 2.723 -14.227 -7.357
H 1.049 -14.974 -13.600
H 0.390 -17.061 -14.766
H 0.370 -19.164 -13.598
H 0.744 -19.017 -10.961
C 4.044 -19.349 -11.109
C 3.906 -19.512 -9.582
C 5.062 -20.327 -8.931
C 2.550 -20.010 -9.264
C 2.021 -21.111 -9.932
C 0.741 -21.644 -9.662
C -0.092 -20.849 -8.776
C 0.406 -19.771 -8.075
C -0.520 -19.138 -6.955
C -0.124 -19.525 -5.526
C -0.694 -17.622 -7.209
C 1.711 -19.409 -8.301
N 2.268 -18.293 -7.636
C 3.070 -18.553 -6.597
C 3.141 -19.819 -5.898
C 3.970 -19.929 -4.825
C 4.829 -18.914 -4.385
C 4.934 -17.662 -5.129
C 4.000 -17.482 -6.154
F 4.075 -16.318 -6.820
H 4.973 -18.973 -11.565
H 3.177 -18.709 -11.390
H 3.837 -20.390 -11.444
H 3.910 -18.495 -9.163
H 5.199 -21.286 -9.464
H 4.922 -20.479 -7.861
H 6.043 -19.886 -8.960
H 2.633 -21.909 -10.487
H 0.509 -22.616 -10.129
H -1.049 -21.267 -8.656
H -1.462 -19.688 -7.166
H 0.708 -18.886 -5.159
H 0.285 -20.539 -5.467
H -0.972 -19.497 -4.810
H 0.296 -17.214 -6.945
H -1.430 -17.235 -6.521
H -0.914 -17.320 -8.157
H 2.365 -20.586 -6.086
H 3.856 -20.817 -4.211
H 5.338 -18.977 -3.375
H 5.544 -16.831 -4.861
*
```


[2]
Here is C35H37MnNO3P2 as an isolated structure at a distorted geometry from the OMol25 dataset. Energies are from ωB97M-V/def2-TZVPD.

Calculated values
Orbital gap (spin up / spin down), eV: 4.348 / 4.023
LUMO (spin up / spin down), eV: -1.907 / -2.232
<S²>: 8.7655

```
! wB97M-V def2-TZVPD RIJCOSX def2/J DEFGRID3
* xyz 0 6
Mn 1.237 -0.319 0.311
C -1.679 -0.338 5.806
C -2.235 -0.312 4.588
C -2.902 0.861 3.931
C -1.946 1.850 3.249
C -0.779 2.291 4.096
C -0.889 2.483 5.426
C -2.007 2.157 6.391
C -2.109 0.670 6.844
C 1.570 -0.651 2.508
H -1.003 -1.155 6.117
H -2.162 -1.162 3.907
H -3.633 1.394 4.565
H -3.463 0.413 3.112
H -1.601 1.405 2.291
H -2.569 2.733 3.027
H 0.083 2.668 3.540
H -0.028 2.909 5.988
H -3.021 2.545 6.183
H -1.717 2.689 7.318
H -1.497 0.557 7.775
H -3.180 0.570 7.092
H 1.587 -1.742 2.750
H 0.921 -0.189 3.302
H 2.582 -0.211 2.571
P 0.180 -2.095 -2.506
P 1.976 0.301 -2.848
C -0.590 -0.563 -3.082
C 0.254 0.450 -3.379
C -0.579 -3.258 -3.779
C -1.705 -2.949 -4.561
C -2.197 -3.869 -5.496
C -1.563 -5.102 -5.679
C -0.420 -5.404 -4.927
C 0.075 -4.490 -3.990
C -0.886 -2.316 -1.051
C -0.731 -1.307 -0.064
C -1.445 -1.458 1.133
C -2.469 -2.398 1.237
C -2.710 -3.306 0.192
C -1.879 -3.291 -0.933
C 2.666 0.964 -4.515
C 2.524 0.153 -5.659
C 2.912 0.616 -6.922
C 3.452 1.899 -7.075
C 3.613 2.703 -5.944
C 3.240 2.235 -4.674
C 2.073 1.831 -1.849
C 3.255 1.980 -1.087
C 3.452 3.149 -0.357
C 2.482 4.166 -0.375
C 1.295 3.994 -1.100
C 1.083 2.819 -1.829
H -1.673 -0.527 -3.237
H -0.021 1.299 -4.008
H -2.209 -1.989 -4.457
H -3.086 -3.610 -6.075
H -1.954 -5.813 -6.411
H 0.083 -6.362 -5.072
H 0.974 -4.732 -3.417
H -0.365 -0.239 -0.310
H -1.186 -0.804 1.970
H -3.088 -2.407 2.129
H -3.544 -4.005 0.272
H -2.078 -4.013 -1.730
H 2.085 -0.843 -5.562
H 2.790 -0.024 -7.797
H 3.735 2.265 -8.065
H 4.026 3.706 -6.052
H 3.385 2.893 -3.815
H 4.002 1.176 -1.073
H 4.374 3.287 0.216
H 2.649 5.095 0.181
H 0.532 4.776 -1.115
H 0.143 2.686 -2.372
O -0.315 0.020 8.969
N 0.907 0.156 8.551
O 1.832 -0.173 9.317
O 1.086 0.610 7.392
*
```


[3]
Here is a 2-piece molecular cluster, C35H37N3O2S overall at a distorted geometry from the OMol25 dataset. Energies are from ωB97M-V/def2-TZVPD.

Calculated values
Orbital gap, eV: 5.049
LUMO, eV: -0.489

```
! wB97M-V def2-TZVPD RIJCOSX def2/J DEFGRID3
* xyz 0 1
C -1.380 -6.036 2.659
C -0.823 -4.643 2.724
C -0.972 -3.793 1.639
C -0.492 -2.456 1.666
C -0.729 -1.579 0.600
C 0.158 -2.028 2.860
N 0.632 -0.700 2.892
C -0.142 0.411 2.666
N 0.702 1.491 2.723
C 0.331 2.845 2.482
C -0.571 3.481 3.350
C -1.172 2.748 4.506
C -0.844 4.840 3.135
C -0.283 5.530 2.055
C -0.634 6.967 1.813
C 0.601 4.860 1.205
C 0.929 3.519 1.410
C 1.868 2.832 0.472
C 2.002 1.033 2.955
C 1.957 -0.297 3.083
C 0.291 -2.857 3.969
C 0.890 -2.374 5.254
C -0.195 -4.167 3.884
H -0.978 -6.657 3.468
H -2.476 -6.031 2.748
H -1.128 -6.501 1.696
H -1.493 -4.126 0.738
H -1.114 0.486 3.128
H 0.015 -0.835 0.325
H -1.449 -1.914 -0.151
H -1.701 3.462 5.150
H -1.920 2.023 4.163
H -0.421 2.241 5.131
H -1.508 5.365 3.826
H 0.030 7.396 1.054
H -1.668 7.073 1.454
H -0.540 7.547 2.740
H 1.041 5.393 0.360
H 2.153 3.550 -0.304
H 2.791 2.498 0.960
H 1.404 1.971 -0.029
H 2.831 1.709 3.079
H 2.741 -1.004 3.304
H 0.795 -3.181 5.994
H 1.959 -2.140 5.154
H 0.369 -1.492 5.660
H -0.077 -4.824 4.747
C -7.733 5.541 3.722
C -6.652 4.696 3.104
C -6.975 3.789 2.090
C -5.988 3.056 1.436
C -4.651 3.227 1.803
S -3.350 2.484 0.829
N -2.668 1.469 1.978
C -2.420 0.231 1.618
C -3.085 -0.850 2.378
C -3.664 -1.987 1.759
C -4.140 -3.034 2.550
C -4.070 -2.962 3.949
C -3.550 -1.819 4.555
C -3.110 -0.746 3.768
O -3.950 1.715 -0.232
O -2.374 3.505 0.543
C -4.319 4.067 2.865
C -5.317 4.790 3.512
H -7.322 6.207 4.486
H -8.231 6.150 2.956
H -8.498 4.907 4.187
H -8.018 3.669 1.800
H -6.234 2.368 0.633
H -2.034 0.039 0.599
H -3.688 -2.046 0.663
H -4.546 -3.927 2.070
H -4.434 -3.788 4.565
H -3.487 -1.733 5.647
H -2.729 0.159 4.242
H -3.278 4.170 3.165
H -5.051 5.458 4.332
*
```


[4]
Here is C35H37N5O2RuS2 as an isolated structure at a distorted geometry from the OMol25 dataset. Energies are from ωB97M-V/def2-TZVPD.

Calculated values
Orbital gap (spin up / spin down), eV: 5.531 / 5.526
LUMO (spin up / spin down), eV: -2.484 / -2.486

```
! wB97M-V def2-TZVPD RIJCOSX def2/J DEFGRID3
* xyz 0 1
Ru 0.472 0.650 0.279
C 4.084 1.120 2.568
C 3.339 -0.217 2.537
C 4.298 -1.385 2.776
C 2.201 -0.206 3.530
C 2.524 -0.002 4.870
C 1.556 0.041 5.852
C 0.225 -0.092 5.499
C -0.154 -0.272 4.177
C -1.641 -0.364 3.877
C -2.368 0.901 4.339
C -2.270 -1.612 4.497
C 0.850 -0.361 3.187
N 0.418 -0.612 1.835
C -0.293 -1.771 1.636
O -0.353 -2.742 2.357
C -1.197 -1.650 0.416
C -2.137 -2.544 -0.064
C -2.913 -2.151 -1.152
C -2.774 -0.885 -1.722
C -1.822 -0.043 -1.186
N -1.090 -0.469 -0.167
C -1.547 1.408 -1.539
O -2.163 1.969 -2.406
N -0.606 1.972 -0.669
C -0.711 3.396 -0.474
C 0.381 4.265 -0.637
C 0.123 5.637 -0.661
C -1.138 6.153 -0.452
C -2.174 5.288 -0.147
C -1.986 3.915 -0.143
C -3.169 3.060 0.284
C -3.487 3.326 1.758
C -4.408 3.293 -0.580
C 1.867 3.919 -0.669
C 2.561 4.515 0.566
C 2.227 2.452 -0.741
H 4.870 1.143 1.816
H 4.551 1.278 3.543
H 3.412 1.967 2.398
H 2.919 -0.359 1.548
H 4.802 -1.290 3.740
H 5.065 -1.406 1.999
H 3.767 -2.338 2.768
H 3.565 0.122 5.143
H 1.835 0.184 6.888
H -0.538 -0.047 6.267
H -1.775 -0.418 2.796
H -2.334 1.006 5.425
H -3.419 0.864 4.044
H -1.922 1.797 3.907
H -2.195 -1.578 5.586
H -1.776 -2.519 4.152
H -3.331 -1.671 4.244
H -2.238 -3.511 0.408
H -3.651 -2.833 -1.554
H -3.383 -0.544 -2.548
H 0.952 6.311 -0.839
H -1.307 7.221 -0.495
H -3.152 5.687 0.091
H -2.897 2.008 0.215
H -3.836 4.351 1.903
H -2.610 3.185 2.390
H -4.273 2.652 2.105
H -4.770 4.316 -0.463
H -5.217 2.627 -0.273
H -4.197 3.127 -1.636
H 2.295 4.388 -1.561
H 2.125 4.097 1.479
H 2.455 5.596 0.619
H 3.625 4.273 0.556
H 1.903 2.020 0.248
H 3.304 2.291 -0.734
H 1.777 1.951 -1.595
S 0.697 -0.059 -3.585
C 2.375 -0.080 -3.254
C 3.311 0.147 -4.321
N 4.060 0.330 -5.172
C 2.785 -0.300 -1.968
S 1.474 -0.829 -0.937
C 4.136 -0.273 -1.531
N 5.232 -0.251 -1.175
*
```


[5]
Here is C35H38BiN2O3P2 as an isolated structure at a distorted geometry from the OMol25 dataset. Energies are from ωB97M-V/def2-TZVPD.

Calculated values
Orbital gap (spin up / spin down), eV: 5.136 / 4.730
LUMO (spin up / spin down), eV: -4.397 / -4.807

```
! wB97M-V def2-TZVPD RIJCOSX def2/J DEFGRID3
* xyz 1 1
C -2.529 2.012 -4.012
C -2.284 0.693 -3.634
C -0.914 0.247 -3.698
C 0.058 1.240 -3.377
C -0.199 2.584 -3.664
C -1.481 2.943 -4.094
C 1.189 0.748 -2.553
C 1.690 -0.517 -3.143
C 0.670 -1.456 -3.468
C 0.966 -2.827 -3.153
C 2.301 -3.218 -3.220
C 3.331 -2.262 -3.302
C 3.029 -0.908 -3.158
H -3.556 2.325 -4.198
H 0.606 3.324 -3.573
H -1.683 3.962 -4.437
H 1.964 1.495 -2.363
H 2.545 -4.277 -3.176
H 4.365 -2.587 -3.413
H 3.813 -0.148 -3.077
N -0.570 -1.058 -3.881
Bi -0.555 -0.557 0.088
C -3.307 -0.191 -2.979
H -3.144 -1.233 -3.289
H -4.323 0.140 -3.230
C -0.126 -3.685 -2.575
H -1.058 -3.504 -3.128
H 0.153 -4.745 -2.623
P -3.150 -0.182 -1.097
P -0.500 -3.267 -0.777
C 0.867 -4.107 0.102
H 0.769 -3.931 1.184
H 0.830 -5.190 -0.091
H 1.834 -3.711 -0.233
C -1.889 -4.414 -0.465
H -1.528 -5.452 -0.519
H -2.313 -4.234 0.531
H -2.672 -4.258 -1.220
C -3.672 1.516 -0.662
H -4.690 1.697 -1.040
H -3.663 1.632 0.433
H -2.985 2.256 -1.090
C -4.613 -1.154 -0.606
H -4.613 -1.293 0.484
H -5.524 -0.613 -0.902
H -4.590 -2.138 -1.095
C -1.720 -1.622 1.858
O -2.301 -1.638 2.855
H 0.677 0.413 -1.435
C 4.979 1.316 3.116
C 3.733 0.550 3.452
C 3.757 -0.844 3.426
C 2.602 -1.592 3.662
C 1.404 -0.929 3.895
C 1.363 0.470 3.816
N 0.106 1.072 3.842
C -0.443 2.071 3.035
C -1.687 2.595 3.433
C -2.312 3.579 2.677
C -1.709 4.060 1.506
C -0.485 3.532 1.086
C 0.135 2.525 1.829
C 1.315 1.843 1.168
O 2.239 2.529 0.720
O 1.256 0.532 1.119
C 2.544 1.231 3.742
C 2.531 2.717 3.900
H 4.831 1.906 2.201
H 5.271 2.004 3.919
H 5.807 0.622 2.945
H 4.703 -1.341 3.202
H 2.631 -2.681 3.663
H 0.471 -1.473 4.049
H -0.565 0.619 4.455
H -2.149 2.216 4.350
H -3.276 3.979 3.002
H -2.187 4.841 0.910
H 0.014 3.873 0.177
H 2.574 3.220 2.924
H 1.635 3.063 4.422
H 3.407 3.044 4.472
*
```


[6]
Here is C35H38Cl2F5MgNSSi as an isolated structure at a distorted geometry from the OMol25 dataset. Energies are from ωB97M-V/def2-TZVPD.

Calculated values
Orbital gap, eV: 7.691
LUMO, eV: 0.345

```
! wB97M-V def2-TZVPD RIJCOSX def2/J DEFGRID3
* xyz 0 1
Mg -0.433 0.458 -0.609
C 1.000 2.081 -3.851
C -0.375 1.518 -3.599
C -1.333 2.266 -2.913
C -2.631 1.781 -2.728
C -3.714 2.642 -2.140
C -2.929 0.500 -3.188
C -1.992 -0.263 -3.879
C -2.355 -1.626 -4.400
C -0.727 0.266 -4.094
H 1.049 2.519 -4.850
H 1.761 1.300 -3.796
H 1.242 2.863 -3.131
H -1.083 3.266 -2.575
H -4.343 3.036 -2.944
H -3.298 3.477 -1.585
H -4.351 2.070 -1.465
H -3.929 0.106 -3.038
H -2.869 -1.539 -5.360
H -3.025 -2.142 -3.712
H -1.466 -2.240 -4.547
H 0.008 -0.316 -4.639
C -0.108 -1.464 -1.449
Si 0.951 -2.336 -0.204
C 2.076 -0.926 0.451
N 1.289 0.289 0.747
C 2.053 1.532 0.504
C 3.215 1.750 1.477
C 2.808 1.366 2.912
C 1.287 1.334 3.046
C 0.712 0.262 2.126
C 2.122 -3.640 -0.910
C 2.145 -4.959 -0.453
C 3.017 -5.891 -0.998
C 3.884 -5.522 -2.016
C 3.870 -4.218 -2.490
C 2.997 -3.291 -1.941
C -0.055 -3.118 1.193
C -1.378 -3.507 0.974
C -2.131 -4.101 1.978
C -1.569 -4.325 3.228
C -0.248 -3.968 3.459
C 0.497 -3.374 2.450
H -1.053 -1.969 -1.668
H 0.441 -1.392 -2.393
H 2.765 -0.701 -0.370
H 2.702 -1.224 1.301
H 1.353 2.365 0.581
H 2.425 1.510 -0.525
H 3.490 2.805 1.432
H 4.087 1.173 1.165
H 3.234 2.066 3.631
H 3.199 0.374 3.160
H 0.866 2.310 2.799
H 0.991 1.106 4.072
H -0.371 0.390 2.074
H 0.904 -0.718 2.562
H 1.469 -5.259 0.340
H 3.019 -6.910 -0.629
H 4.569 -6.246 -2.437
H 4.538 -3.925 -3.291
H 2.991 -2.276 -2.327
H -1.827 -3.345 0.001
H -3.156 -4.394 1.783
H -2.155 -4.784 4.014
H 0.204 -4.163 4.424
H 1.532 -3.110 2.645
F -0.783 7.750 3.603
C -0.909 6.641 2.877
C 0.208 5.990 2.391
F 1.424 6.484 2.645
C 0.074 4.835 1.647
F 1.201 4.266 1.187
C -1.163 4.251 1.358
S -1.405 2.791 0.482
C -2.272 4.954 1.856
F -3.501 4.491 1.616
C -2.158 6.114 2.593
F -3.252 6.734 3.042
Cl -2.808 -0.426 0.585
C -3.097 -0.705 2.324
Cl -2.899 0.739 3.324
H -2.395 -1.461 2.659
H -4.121 -1.041 2.425
*
```


Which formula does entry 1 have?
C35H37FN2PdS